[1]
Here is 2 unconnected molecules or ions with the total composition C4H9O3S at a distorted geometry from the Open Molecules 2025 dataset. Energies are from ωB97M-V with the def2-TZVPD basis set.

Geometry as XYZ:
```
17
Properties=species:S:1:pos:R:3:forces:R:3
O 1.33087 1.46458 1.58121 -0.75 -0.73 -0.36
C 1.59756 0.62876 0.67201 1.96 0.53 -0.68
O 2.47226 -0.29463 0.72307 -1.63 0.70 -0.13
C 0.99097 0.88166 -0.79308 1.09 -3.14 1.51
C -0.27733 0.00881 -1.10465 2.42 -0.28 0.31
C -1.69445 0.30879 -0.53086 0.27 0.96 -1.55
S -2.66986 -1.15053 -1.08888 -0.53 -0.75 -0.16
H 1.76113 0.32866 -1.45375 -0.95 1.44 0.81
H 0.88859 1.91669 -1.00082 -0.17 0.98 -0.30
H -0.12284 0.20135 -2.23263 -1.73 -1.42 1.32
H 0.06962 -1.07355 -0.70461 -0.86 2.23 -1.42
H -1.79676 0.42070 0.61763 0.42 0.03 -2.12
H -2.12668 1.22696 -1.19079 0.79 -1.96 2.09
H -1.74900 -2.11951 -1.50043 -0.43 1.36 0.59
H 0.27895 -1.54777 2.20560 0.35 0.45 0.32
H 0.57370 -0.13091 2.77338 0.36 -0.33 -0.21
O 0.47326 -1.07006 3.02760 -0.60 -0.05 -0.01
```
Forces are in eV/Å.

For the relative energy (zero: lowest compared OMol25 entry of this formula, charge and spin), the calculation gives 45.1 kcal per mole. The calculation puts the LUMO energy at 0.1090 Eh. The value obtained for the gap between HOMO and LUMO is 7.417 eV. Its total charge is -1.

How is the electron density shared among the atoms? According to Mulliken, the charges in e are: -0.757, 0.381, -0.685, -0.676, -0.731, -0.189, -0.294, 0.291, 0.436, 0.221, 0.311, 0.314, 0.268, 0.121, 0.281, 0.348, -0.640

[2]
Here is 3 unconnected molecules or ions with the total composition C17H29N3O9P2 at a distorted geometry from the Open Molecules 2025 dataset. Energies are from ωB97M-V with the def2-TZVPD basis set.

Geometry as XYZ:
```
60
Properties=species:S:1:pos:R:3:forces:R:3
N -1.45024 1.66228 3.68845 0.42 -0.46 -0.58
C -1.66238 0.28570 3.83770 0.65 -0.76 0.29
O -0.89151 -0.39052 4.48640 -0.29 0.27 0.16
C -2.89299 -0.35166 3.23094 -0.31 0.81 -0.55
C -3.11111 -0.06381 1.72719 -0.06 -0.19 -0.04
C -1.84709 0.05643 0.91853 -0.24 -0.14 0.08
C -1.77041 1.03205 -0.11526 -0.54 0.45 -0.47
N -0.75003 1.22743 -0.90963 -0.13 -1.01 0.90
C 0.28744 0.38407 -0.61416 0.57 0.21 -0.77
C 1.47416 0.48720 -1.37434 0.30 0.24 -0.43
C 2.53558 -0.33354 -1.15897 0.30 -0.48 0.32
C 2.47990 -1.31302 -0.13753 -0.28 0.14 0.07
C 1.35699 -1.41609 0.62471 0.16 -0.28 0.14
C 0.23750 -0.58850 0.39682 0.01 -0.21 0.28
N -0.86654 -0.76634 1.17102 -0.01 0.39 -0.18
H -1.45001 1.92938 2.70830 -0.53 0.23 0.06
H -0.50389 1.83556 4.01606 -0.09 0.19 0.26
H -3.75358 0.07282 3.75308 -0.05 -0.23 0.13
H -2.84971 -1.42135 3.39194 0.18 0.00 0.22
H -3.67228 -0.90899 1.31831 -0.03 0.01 -0.01
H -3.74969 0.80254 1.55244 0.13 0.15 0.13
H -2.64030 1.66440 -0.27128 0.00 0.04 -0.02
H 1.55532 1.23600 -2.15214 -0.29 0.06 -0.01
H 3.43673 -0.25850 -1.75158 -0.04 0.12 -0.10
H 3.29712 -1.98773 0.07170 0.18 0.10 -0.18
H 1.30947 -2.14116 1.42535 -0.18 0.00 0.03
C 3.99346 4.71631 -0.52402 0.19 -0.09 0.05
O 3.65305 5.47970 0.64921 -2.00 -1.00 -1.61
P 2.55565 4.85995 1.68788 1.91 0.56 4.84
O 2.17253 5.99486 2.53611 -0.26 0.19 -0.58
O 3.58398 3.83104 2.39502 -0.34 -0.18 0.09
C 4.63700 4.37542 3.18959 0.29 0.01 -0.13
O 1.34019 3.78862 1.76116 0.42 0.43 -2.82
C 0.73135 3.32638 0.53007 0.18 0.44 0.25
H 4.79554 5.23933 -1.03704 -0.02 0.07 0.06
H 4.34055 3.71717 -0.24837 -0.02 0.02 0.03
H 3.13740 4.63597 -1.19505 0.04 0.03 -0.04
H 4.40958 5.38879 3.51887 -0.08 -0.01 -0.03
H 5.56788 4.37793 2.61971 0.00 0.04 0.00
H 4.75922 3.73331 4.05924 -0.05 -0.03 -0.01
H 1.46370 2.81448 -0.09153 -0.04 -0.07 0.02
H 0.29817 4.16496 -0.01968 -0.06 -0.06 -0.01
H -0.05479 2.63894 0.79518 0.01 0.02 0.20
C -3.11656 -5.21663 -1.44160 -0.05 0.18 0.11
O -1.72187 -5.00326 -1.72907 -1.49 -1.60 -1.66
P -1.29423 -4.55916 -3.24223 3.40 3.92 0.41
O 0.15583 -4.78138 -3.28896 -0.21 -0.61 0.04
O -1.71550 -3.00795 -3.06570 -0.02 0.00 -0.41
C -0.94819 -2.21147 -2.16402 -0.12 0.03 0.28
O -1.81891 -4.58933 -4.77939 -1.69 -1.87 1.42
C -2.88535 -5.49263 -5.14089 0.05 -0.02 -0.08
H -3.20780 -5.41159 -0.37675 0.10 -0.01 0.00
H -3.70339 -4.32886 -1.69154 0.04 0.00 -0.01
H -3.49839 -6.07665 -1.99281 -0.01 -0.02 0.06
H 0.03593 -2.64499 -1.98288 -0.01 -0.04 -0.04
H -1.48005 -2.11283 -1.21529 0.01 -0.03 0.01
H -0.82705 -1.22422 -2.60479 -0.06 -0.03 -0.09
H -3.79785 -5.26068 -4.58830 -0.01 0.02 -0.05
H -2.59297 -6.52774 -4.95372 -0.02 0.00 -0.04
H -3.07653 -5.36839 -6.20242 0.07 0.07 0.00
```
Forces are in eV/Å.

Its SMILES is NC(=O)CCc1cnc2ccccc2n1.COP(=O)(OC)OC.COP(=O)(OC)OC. The calculation puts the LUMO energy at -0.0276 Eh. The value obtained for the gap between HOMO and LUMO is 8.791 eV.

How is the electron density shared among the atoms? According to Mulliken, the charges in e are: -0.586, 0.445, -0.608, -0.428, -0.995, 1.004, -1.064, -0.568, 0.725, -0.331, -0.670, -0.651, -0.273, -0.065, -0.453, 0.252, 0.331, 0.397, 0.330, 0.331, 0.409, 0.437, 0.543, 0.488, 0.465, 0.503, -0.632, -0.331, 0.867, -0.724, -0.271, -0.734, -0.145, 0.246, 0.264, 0.315, 0.277, 0.359, 0.246, 0.224, 0.204, 0.377, -0.527, -0.675, -0.324, 1.064, -0.722, -0.361, -0.570, -0.275, -0.686, 0.248, 0.323, 0.291, 0.395, 0.164, 0.253, 0.316, 0.338, 0.239